No. 1
A single C5H6O molecule at a distorted geometry, computed with the ωB97M-V functional and the def2-TZVPD basis.

Geometry (Å):
C1 1.709 -1.099 -1.020
C2 0.512 -1.094 -0.938
O1 -0.799 -1.173 -1.037
C3 -1.332 -0.782 0.185
C4 -0.618 0.074 0.921
C5 0.004 1.342 0.392
H1 2.752 -0.921 -0.936
H2 -2.301 -1.234 0.381
H3 -0.680 -0.003 1.996
H4 0.997 1.577 0.778
H5 0.017 1.426 -0.698
H6 -0.691 2.113 0.760

Computed properties:
HOMO	-0.31740	Eh
energy above the lowest of the compared OMol25 structures with the same formula, charge and spin	94.0	kcal per mole
M	82.102	g/mol
structure (SMILES)	C#CO/C=C\C
LUMO	0.0312	hartree


No. 2
7 unconnected molecules or ions with the total composition C18H46N4O7 at a distorted geometry, computed with the ωB97M-V functional and the def2-TZVPD basis.

Geometry (Å):
N1 -0.461 -0.325 0.306
H1 0.381 -0.175 -0.232
H2 -0.901 -1.224 0.165
H3 -1.075 0.436 0.056
H4 -0.362 -0.259 1.309
C1 2.497 -3.186 -5.298
N2 1.888 -3.146 -3.891
C2 1.624 -4.596 -3.496
C3 2.950 -2.595 -2.891
C4 0.677 -2.167 -3.906
C5 -0.166 -2.207 -2.597
O1 -0.870 -3.383 -2.477
H5 2.761 -2.145 -5.486
H6 1.830 -3.623 -6.041
H7 3.372 -3.830 -5.210
H8 1.294 -4.597 -2.457
H9 2.532 -5.186 -3.622
H10 0.901 -4.917 -4.246
H11 3.829 -3.239 -2.913
H12 2.613 -2.690 -1.859
H13 3.160 -1.541 -3.073
H14 0.000 -2.415 -4.724
H15 1.078 -1.179 -4.132
H16 -0.939 -1.441 -2.540
H17 0.507 -2.105 -1.746
H18 -1.267 -3.364 -1.603
C6 3.011 1.808 -2.061
C7 1.892 0.836 -1.678
O2 2.036 0.148 -0.643
O3 0.786 0.749 -2.308
H19 3.317 1.635 -3.093
H20 3.880 1.797 -1.403
H21 2.633 2.830 -2.075
C8 -0.460 -3.622 2.221
C9 -1.807 -3.660 1.359
O4 -1.785 -2.840 0.199
H22 -0.531 -4.098 3.199
H23 0.044 -2.662 2.340
H24 0.252 -4.193 1.625
H25 -2.676 -3.478 1.992
H26 -1.922 -4.702 1.060
C10 -0.307 0.012 4.240
O5 -0.560 -0.020 3.040
N3 -0.899 0.849 5.055
C11 -0.831 0.741 6.538
C12 -1.821 1.847 4.540
H27 0.338 -0.729 4.737
H28 -0.364 1.648 6.922
H29 -0.175 -0.022 6.957
H30 -1.798 0.664 7.034
H31 -2.835 1.686 4.906
H32 -1.509 2.849 4.833
H33 -1.870 1.811 3.452
C13 -2.923 2.199 -0.955
O6 -2.381 1.393 -0.177
N4 -3.410 3.412 -0.581
C14 -4.081 4.294 -1.501
C15 -3.340 3.929 0.773
H34 -2.994 2.152 -2.053
H35 -5.095 4.374 -1.109
H36 -4.073 3.851 -2.497
H37 -3.620 5.282 -1.470
H38 -4.310 4.352 1.032
H39 -2.946 3.273 1.549
H40 -2.608 4.734 0.838
C16 0.546 3.025 1.855
C17 1.822 3.433 1.160
O7 1.813 4.295 0.274
C18 3.031 2.736 1.573
H41 0.321 3.582 2.764
H42 0.541 1.956 2.066
H43 -0.289 3.396 1.261
H44 2.989 2.181 2.510
H45 3.853 3.437 1.426
H46 3.261 1.926 0.881

Computed properties:
HOMO	-0.22482	Eh
M	430.587	g/mol
LUMO	0.0090	hartree


No. 3
A single C22H28N4O3S2 molecule, computed with the ωB97M-V functional and the def2-TZVPD basis.

Geometry (Å):
C1 -1.942 0.444 -1.231
O1 -1.522 -0.594 -0.368
C2 -2.538 -1.151 0.442
C3 -2.412 -0.682 1.905
N1 -2.287 0.761 1.950
C4 -1.082 1.376 1.888
S1 0.370 0.395 2.029
C5 1.558 1.451 1.138
C6 1.536 1.110 -0.344
O2 1.052 1.892 -1.144
N2 2.081 -0.063 -0.719
C7 2.010 -0.469 -2.110
C8 1.096 -1.696 -2.253
N3 1.572 -2.778 -1.416
C9 2.518 -3.673 -1.901
C10 3.573 -4.159 -1.121
C11 4.454 -5.100 -1.620
C12 4.322 -5.584 -2.908
C13 3.277 -5.121 -3.690
C14 2.388 -4.189 -3.197
C15 1.606 -2.340 -0.041
C16 2.541 -1.130 0.140
N4 -0.918 2.656 1.780
C17 -2.018 3.421 1.702
C18 -3.281 2.903 1.781
C19 -3.501 1.489 1.885
O3 -4.563 0.901 1.901
S2 -4.551 4.093 1.672
C20 -3.320 5.469 1.880
C21 -3.362 5.952 3.321
C22 -1.952 4.900 1.497
H1 -2.585 1.168 -0.722
H2 -1.042 0.954 -1.572
H3 -2.487 0.037 -2.090
H4 -2.431 -2.240 0.413
H5 -3.528 -0.882 0.060
H6 -1.539 -1.129 2.381
H7 -3.319 -0.955 2.448
H8 2.535 1.304 1.594
H9 1.217 2.477 1.271
H10 1.626 0.372 -2.688
H11 3.019 -0.721 -2.455
H12 1.060 -1.996 -3.298
H13 0.088 -1.433 -1.920
H14 3.724 -3.805 -0.113
H15 5.260 -5.451 -0.990
H16 5.017 -6.313 -3.295
H17 3.146 -5.497 -4.694
H18 1.567 -3.874 -3.823
H19 0.592 -2.025 0.227
H20 1.897 -3.159 0.614
H21 2.554 -0.827 1.184
H22 3.559 -1.400 -0.166
H23 -3.636 6.265 1.205
H24 -4.369 6.267 3.585
H25 -3.062 5.151 3.994
H26 -2.687 6.795 3.455
H27 -1.720 5.091 0.445
H28 -1.158 5.343 2.099

Computed properties:
HOMO	-0.28158	Eh
energy above the lowest of the compared OMol25 structures with the same formula, charge and spin	24.0	kcal per mole
M	460.625	g/mol
structure (SMILES)	COCCn1c(SCC(=O)N2CCN(c3ccccc3)CC2)nc2c(c1=O)S[C@@H](C)C2
LUMO	0.0149	hartree


No. 4
A single C7H8O4 molecule at a distorted geometry, computed with the ωB97M-V functional and the def2-TZVPD basis.

Geometry (Å):
O1 -1.980 2.964 -0.481
C1 -1.609 1.872 -0.121
C2 -1.000 0.957 -1.209
C3 0.284 0.559 -0.482
C4 -0.253 0.560 1.002
O2 -0.939 -0.628 1.517
C5 -0.412 -1.836 1.071
C6 0.614 -1.879 0.142
C7 1.215 -0.703 -0.652
O3 2.485 -0.482 -0.048
O4 -1.229 1.532 1.133
H1 -0.950 1.423 -2.161
H2 -1.676 0.135 -1.154
H3 1.026 1.243 -0.687
H4 0.616 0.940 1.573
H5 -0.896 -2.691 1.501
H6 0.881 -2.878 -0.190
H7 1.333 -0.801 -1.681
H8 2.490 -0.287 0.928

Computed properties:
HOMO	-0.34260	Eh
energy above the lowest of the compared OMol25 structures with the same formula, charge and spin	50.2	kcal per mole
M	156.137	g/mol
structure (SMILES)	O=C1C[C@H]2[C@H](OC=C[C@@H]2O)O1
LUMO	0.0236	hartree


No. 5
A molecular structure, C10H13FeN4SSe2Te2 at a distorted geometry, computed with the ωB97M-V functional and the def2-TZVPD basis.

Geometry (Å):
Fe1 -0.039 1.736 1.040
C1 2.709 -3.624 0.746
C2 3.406 -2.322 1.112
N1 2.602 -1.461 1.973
C3 1.566 -0.733 1.523
S1 0.886 0.451 2.612
N2 1.091 -0.959 0.329
N3 0.087 -0.070 0.051
C4 -0.608 -0.266 -1.007
C5 -0.354 -1.378 -1.968
C6 -1.709 0.692 -1.170
C7 -2.515 0.761 -2.294
C8 -3.529 1.703 -2.334
C9 -3.726 2.525 -1.239
C10 -2.877 2.383 -0.153
N4 -1.883 1.497 -0.118
H1 3.344 -4.211 0.081
H2 1.768 -3.417 0.240
H3 2.504 -4.218 1.638
H4 3.662 -1.768 0.206
H5 4.328 -2.530 1.654
H6 2.976 -1.171 2.859
H7 0.677 -1.703 -1.873
H8 -0.539 -1.059 -2.993
H9 -1.000 -2.233 -1.753
H10 -2.345 0.094 -3.126
H11 -4.156 1.793 -3.211
H12 -4.511 3.267 -1.216
H13 -3.008 2.999 0.727
Se1 1.511 2.428 -0.594
Te1 0.272 4.241 0.598
Te2 -1.028 3.110 2.908
Se2 0.441 3.441 4.751

Computed properties:
HOMO (spin up / spin down)	-0.26192 / -0.26058	Eh
M	690.274	g/mol
2S+1	2
LUMO (spin up / spin down)	-0.0350 / -0.0639	hartree


No. 6
2 unconnected molecules or ions with the total composition C6H13NO at a distorted geometry, computed with the ωB97M-V functional and the def2-TZVPD basis.

Geometry (Å):
C1 0.623 1.958 -2.241
C2 -0.175 1.363 -1.359
C3 0.088 0.864 -0.007
N1 1.444 0.668 0.296
C4 -0.919 0.427 0.749
C5 -0.834 -0.350 2.031
C6 0.112 -1.576 1.983
H1 0.246 2.450 -3.136
H2 1.718 1.984 -2.223
H3 -1.222 1.496 -1.573
H4 1.740 0.753 1.259
H5 2.066 1.293 -0.208
H6 -1.890 0.518 0.290
H7 -0.535 0.275 2.877
H8 -1.826 -0.747 2.233
H9 -0.076 -2.184 2.874
H10 -0.111 -2.173 1.101
H11 1.160 -1.297 2.016
O1 -0.361 -2.148 -2.572
H12 -1.300 -2.097 -2.376
H13 0.051 -1.476 -2.014

Computed properties:
HOMO	-0.30337	Eh
energy above the lowest of the compared OMol25 structures with the same formula, charge and spin	43.4	kcal per mole
M	115.176	g/mol
structure (SMILES)	C=C/C(N)=C/CC.O
LUMO	0.0300	hartree


No. 7
2 unconnected molecules or ions with the total composition C4H7NO at a distorted geometry, computed with the ωB97M-V functional and the def2-TZVPD basis.

Geometry (Å):
H1 0.618 -2.191 0.801
N1 0.299 -1.495 0.129
C1 -0.786 -0.976 0.533
C2 -1.631 -0.083 -0.302
H2 -1.257 -1.232 1.484
H3 -2.552 -0.636 -0.528
H4 -1.127 0.146 -1.241
H5 -1.917 0.809 0.265
C3 1.941 0.784 -0.517
C4 1.178 1.564 0.213
O1 0.604 2.365 0.847
H6 1.727 -0.211 -0.864
H7 2.903 1.156 -0.821

Computed properties:
HOMO	-0.32873	Eh
energy above the lowest of the compared OMol25 structures with the same formula, charge and spin	53.8	kcal per mole
M	85.106	g/mol
structure (SMILES)	[H]/N=C/C.C=C=O
LUMO	0.0341	hartree


No. 8
A gas-phase ion, C3H12N3O (charge +1) at a distorted geometry, computed with the ωB97M-V functional and the def2-TZVPD basis.

Geometry (Å):
C1 1.594 0.956 -0.030
C2 0.377 0.011 -0.095
N1 -0.483 0.490 -1.269
C3 -0.716 0.442 1.382
O1 -1.735 1.365 1.035
N2 0.622 -1.308 -0.304
N3 -0.541 -1.953 -0.730
H1 2.365 0.440 -0.521
H2 1.561 1.848 -0.508
H3 1.778 1.054 1.058
H4 0.045 0.604 -2.118
H5 -1.109 1.198 -1.029
H6 -1.023 -0.470 -1.288
H7 -0.085 0.557 2.180
H8 -1.156 -0.451 1.745
H9 -1.484 2.071 1.550
H10 1.366 -1.789 0.128
H11 -0.165 -2.810 -1.176
H12 -1.211 -2.254 -0.008

Computed properties:
HOMO	-0.48548	Eh
energy above the lowest of the compared OMol25 structures with the same formula, charge and spin	109.3	kcal per mole
M	106.149	g/mol
total charge	+1
structure (SMILES)	C[C@]([NH3+])(CO)NN
LUMO	-0.1039	hartree